{"formula": "C26H63CrN4O10", "method": "ωB97M-V with the def2-TZVPD basis set", "elements": ["Cr", "C", "C", "O", "O", "H", "H", "H", "C", "O", "C", "C", "N", "C", "C", "O", "C", "H", "H", "H", "H", "H", "H", "H", "H", "H", "H", "H", "H", "H", "H", "H", "C", "O", "C", "C", "N", "C", "C", "O", "C", "H", "H", "H", "H", "H", "H", "H", "H", "H", "H", "H", "H", "H", "H", "H", "C", "O", "C", "C", "N", "C", "C", "O", "C", "H", "H", "H", "H", "H", "H", "H", "H", "H", "H", "H", "H", "H", "H", "H", "C", "O", "C", "C", "N", "C", "C", "O", "C", "H", "H", "H", "H", "H", "H", "H", "H", "H", "H", "H", "H", "H", "H", "H"], "positions_angstrom": [[1.79079, 4.51216, -0.18218], [0.06877, 0.76120, -0.56078], [0.67512, 2.08337, -0.52748], [-0.11331, 3.02746, -0.47277], [1.87878, 2.34098, -0.50414], [-0.17806, 0.48937, -1.58708], [-0.93043, 0.79756, -0.12677], [0.70008, -0.01201, -0.12294], [6.61123, 7.48883, -2.91223], [5.81927, 6.76867, -2.00051], [6.16603, 5.39155, -1.87896], [5.22900, 4.61499, -0.94986], [3.82510, 4.89198, -1.33815], [3.38059, 4.10933, -2.43761], [2.07575, 4.61140, -3.13209], [1.00380, 4.68762, -2.20748], [-0.19467, 5.28441, -2.63819], [7.65304, 7.61910, -2.61940], [6.30230, 8.53129, -2.98928], [6.52975, 7.17794, -3.95377], [7.15855, 5.32241, -1.43374], [6.17538, 4.85015, -2.82495], [5.44759, 4.81897, 0.09835], [5.44641, 3.55469, -1.07875], [3.97247, 5.82993, -1.68255], [3.39376, 3.03977, -2.22791], [4.11978, 3.92495, -3.21717], [1.87172, 3.93404, -3.96134], [2.19282, 5.59609, -3.58460], [-0.05157, 6.31662, -2.95780], [-0.89271, 5.21008, -1.80433], [-0.68577, 4.76006, -3.45793], [-3.13892, 1.56831, -2.71828], [-4.35376, 0.85352, -2.98580], [-4.40614, -0.53256, -2.77757], [-5.37093, -0.99368, -3.84072], [-5.78215, -2.32606, -3.46457], [-6.99150, -2.90047, -4.20350], [-7.53861, -4.16595, -3.64727], [-6.54364, -5.07878, -4.04462], [-6.81646, -6.33146, -3.60510], [-2.95754, 1.70260, -1.65190], [-3.10159, 2.62054, -3.00029], [-2.35457, 1.08579, -3.30143], [-4.78257, -0.68938, -1.76673], [-3.48328, -1.11068, -2.82456], [-5.02697, -0.88780, -4.86959], [-6.16627, -0.25013, -3.89245], [-5.06287, -3.03416, -3.42820], [-6.80435, -2.87900, -5.27710], [-7.80076, -2.18335, -4.06589], [-8.52051, -4.38373, -4.06747], [-7.50574, -4.15287, -2.55785], [-7.62950, -6.74934, -4.19875], [-7.04602, -6.36015, -2.53993], [-5.97279, -6.98251, -3.83415], [4.08356, -4.81238, 2.83568], [4.71419, -3.48491, 2.87043], [4.03177, -2.44023, 3.65528], [4.70991, -1.12428, 3.37207], [4.96538, -0.73216, 1.97301], [3.75141, -0.41306, 1.13686], [4.40094, -0.35144, -0.25508], [5.14823, 0.88574, -0.35992], [5.51604, 0.97141, -1.81001], [3.77491, -5.24522, 3.78726], [4.78894, -5.53385, 2.42336], [3.15846, -4.75885, 2.26174], [4.10974, -2.56008, 4.73587], [2.97568, -2.62418, 3.45798], [5.70639, -1.17777, 3.81055], [3.95466, -0.47045, 3.80818], [5.26861, -1.62240, 1.60474], [3.13366, 0.43954, 1.41892], [3.04339, -1.23403, 1.25003], [3.58638, -0.32575, -0.97893], [5.10969, -1.12121, -0.56040], [4.65080, 0.95640, -2.47274], [6.06871, 0.06755, -2.06634], [6.22074, 1.74924, -2.10410], [-1.71895, -5.77694, 5.54395], [-2.02928, -4.37087, 5.55622], [-3.16810, -3.98053, 6.24529], [-3.02159, -2.50189, 6.40883], [-3.61319, -1.60417, 5.37055], [-2.99608, -1.95465, 4.04897], [-3.24096, -0.84075, 2.95210], [-2.70227, 0.37845, 3.27299], [-2.96088, 1.47174, 2.37536], [-2.42251, -6.39852, 4.99011], [-1.55858, -6.26743, 6.50406], [-0.78064, -5.85518, 4.99483], [-3.29477, -4.40637, 7.24064], [-4.08957, -4.22191, 5.71545], [-1.95016, -2.31316, 6.47607], [-3.49150, -2.22723, 7.35321], [-3.35320, -0.63926, 5.51698], [-3.46813, -2.90079, 3.78423], [-1.95817, -2.26925, 4.15797], [-4.31176, -0.65038, 3.02447], [-2.78360, -1.12861, 2.00550], [-4.00576, 1.71993, 2.56171], [-2.81485, 1.13314, 1.34964], [-2.42161, 2.39331, 2.59450]], "forces_ev_per_angstrom": [[-0.3, -2.6, -1.6], [-0.4, -1.7, -0.5], [-1.4, 0.1, 0.4], [-1.5, 3.2, 0.9], [3.7, 0.4, 0.4], [0.4, -0.1, -0.3], [0.3, 0.0, 0.5], [-0.1, 0.0, 0.0], [0.4, 1.3, -0.7], [-0.6, -0.7, 0.1], [0.6, -0.1, 0.5], [0.5, -0.2, 0.1], [-0.5, 0.7, 1.7], [-0.6, -1.7, -2.5], [1.1, -0.2, -0.1], [0.9, -0.2, 0.5], [-1.1, 0.2, -0.2], [0.2, -0.8, 0.2], [-0.7, 0.0, 0.6], [0.1, -0.8, 0.1], [0.2, -0.1, -0.1], [0.1, 0.4, -0.5], [-0.4, 0.3, 0.0], [-0.1, 0.0, 0.0], [-0.8, 0.9, 0.0], [-1.2, 0.0, 1.1], [0.4, 1.3, -0.6], [-0.3, -0.2, 0.1], [0.4, 0.2, 0.1], [0.1, 0.1, 0.2], [0.1, 0.2, 0.0], [0.4, -0.3, -0.2], [-0.3, -0.7, 0.0], [1.2, 2.3, -0.2], [-0.3, 0.4, 0.0], [-0.3, -0.7, 0.2], [-2.6, -1.3, -0.4], [0.4, 3.1, 0.9], [2.0, 0.2, -0.5], [0.4, 0.6, -0.4], [0.0, -2.0, -0.3], [0.4, -0.9, 0.3], [-1.1, 0.0, -0.8], [0.5, -0.1, 0.5], [-0.4, -0.4, 0.0], [0.6, 0.4, -0.3], [1.0, -0.3, -0.2], [-0.7, -0.4, 0.7], [0.3, 0.3, -0.3], [0.0, -0.7, -0.2], [0.1, 0.5, 0.1], [-0.1, -0.2, 0.1], [-0.6, 0.3, 0.2], [-0.6, -0.2, 0.2], [-0.1, -0.1, 0.2], [0.2, 0.1, 0.3], [0.1, 1.2, 0.2], [-0.5, -0.7, 1.0], [0.5, -2.5, -1.0], [-0.9, 0.2, -0.9], [-1.5, 0.0, 0.9], [2.2, -1.7, 0.3], [-1.1, 1.8, 0.0], [0.1, 0.3, -2.8], [0.2, -1.1, 1.4], [0.3, 0.5, 0.6], [0.0, 0.4, -0.3], [0.1, 0.0, -0.4], [0.3, -0.5, 0.2], [-0.4, 0.9, -0.4], [-0.3, 0.4, 0.6], [0.8, 0.9, 0.5], [0.5, -0.1, -0.6], [0.8, 0.6, 0.0], [-0.2, -0.4, -0.6], [-0.1, 0.0, -0.4], [-0.3, -0.6, 0.6], [-0.3, 0.3, 0.2], [0.0, -0.3, 0.1], [-0.3, 0.5, 0.7], [0.3, 0.4, -0.7], [1.0, -2.1, -0.1], [-0.9, 0.5, -0.1], [-0.6, 2.1, 0.4], [0.8, -1.1, -1.2], [-0.5, 0.6, 0.1], [-0.7, -1.3, 1.2], [2.6, 2.4, 1.3], [-1.2, -1.3, 0.8], [-0.5, 0.3, -0.1], [-0.2, 0.5, 0.4], [0.0, 0.1, 0.1], [0.5, -0.4, 0.1], [-0.2, -0.1, -0.3], [0.2, 0.0, 0.3], [0.1, 0.2, 0.1], [0.1, 0.1, 0.6], [-0.3, 0.2, -0.7], [0.5, 0.6, 0.0], [-0.6, -0.7, -1.1], [-0.7, -0.6, -0.4], [-0.3, 0.2, -0.6], [0.0, 0.2, -0.2], [0.6, -0.6, 0.3]], "mulliken_spin": [4.113, 0.003, -0.018, -0.016, -0.033, 0.000, -0.001, 0.002, 0.000, -0.001, -0.001, 0.035, -0.052, -0.059, -0.023, 0.011, -0.009, 0.000, 0.000, 0.000, 0.000, 0.001, 0.006, -0.010, 0.029, -0.003, 0.023, -0.001, -0.006, 0.000, 0.011, 0.001, 0.000, 0.000, 0.000, 0.000, 0.000, 0.000, 0.000, 0.000, 0.000, 0.000, 0.000, 0.000, 0.000, 0.000, 0.000, 0.000, 0.000, 0.000, 0.000, 0.000, 0.000, 0.000, 0.000, 0.000, 0.000, 0.000, 0.000, 0.000, 0.000, 0.000, 0.002, -0.001, 0.000, 0.000, 0.000, 0.000, 0.000, 0.000, 0.000, 0.000, 0.000, 0.001, 0.000, 0.000, 0.000, 0.000, 0.000, 0.000, 0.000, 0.000, 0.000, 0.000, 0.000, 0.000, 0.000, 0.000, 0.000, 0.000, 0.000, 0.000, 0.000, 0.000, 0.000, 0.000, 0.000, 0.000, 0.000, 0.000, 0.000, 0.000, 0.000, 0.000], "spin_multiplicity": 5, "lumo_energy_ha": [-0.172, -0.155], "e_homo_ev": [-9.88, -9.88], "charge": 1, "energy_ev": -82825.614}